ORCA calculation (ωB97M-V/def2-TZVPD) on 2 unconnected molecules or ions with the total composition C6H14O in a non-equilibrium geometry.

Last columns: bonded neighbours and bond lengths (Å).
Geometry (Å):
1 C 1.487 -1.306 1.698  C2 1.571, H7 1.069, H8 1.095, H9 1.101
2 C 0.168 -1.487 0.865  C1 1.571, C3 1.507, H10 1.126, H11 1.090
3 C 0.397 -1.229 -0.601  C2 1.507, C4 1.555, H12 1.093, H13 1.095
4 C 0.385 0.275 -0.996  C3 1.555, C5 1.363, C6 1.528
5 C -0.477 0.769 -1.929  C4 1.363, H14 1.079, H15 1.108
6 C 1.681 1.006 -0.648  C4 1.528, H16 1.089, H17 1.131, H18 1.121
7 H 1.779 -0.283 1.810  C1 1.069
8 H 1.203 -1.481 2.741  C1 1.095
9 H 2.276 -2.010 1.390  C1 1.101
10 H -0.545 -0.750 1.330  C2 1.126
11 H -0.351 -2.444 0.927  C2 1.090
12 H -0.384 -1.725 -1.184  C3 1.093
13 H 1.355 -1.558 -1.019  C3 1.095
14 H -0.672 1.823 -2.053  C5 1.079
15 H -1.054 0.021 -2.507  C5 1.108
16 H 2.475 0.265 -0.565  C6 1.089
17 H 1.625 1.273 0.450  C6 1.131
18 H 1.777 1.994 -1.167  C6 1.121
19 H -2.971 1.460 0.109  O21 0.966
20 H -2.834 2.515 1.126  O21 0.966
21 O -3.151 1.606 1.046  H19 0.966, H20 0.966

## Properties
HOMO (spin up / spin down): -0.5448 / -0.5444 hartree
Total energy: -311.8619 hartree
<S²>: 0.754
Spin multiplicity: 2
Net charge: +1

ORCA calculation (ωB97M-V/def2-TZVPD) on C10H18N2O5 in the gas phase in a non-equilibrium geometry.

Last columns: bonded neighbours and bond lengths (Å).
Geometry (Å):
1 C 1.397 -1.499 0.137  C2 1.645, C3 1.578, H13 1.125, N29 1.420
2 C -0.009 -0.996 0.826  C1 1.645, N30 1.433, O31 1.185
3 C 2.748 -1.232 0.907  C1 1.578, C4 1.545, H14 1.145, H15 1.124
4 C 3.490 0.119 0.791  C3 1.545, C5 1.540, H16 1.178, H17 1.032
5 C 4.430 0.307 -0.414  C4 1.540, O32 1.150, O33 1.384
6 C -2.285 -0.321 0.010  C7 1.499, C8 1.630, H20 1.201, N30 1.432
7 C -3.481 -1.071 -0.491  C6 1.499, O34 1.180, O35 1.311
8 C -2.487 1.247 -0.390  C6 1.630, C9 1.448, C10 1.573, H21 1.156
9 C -3.683 1.765 0.240  C8 1.448, H22 1.088, H23 1.042, H24 1.054
10 C -1.273 2.191 -0.057  C8 1.573, H25 1.032, H26 1.107, H27 1.121
11 H 2.221 -1.827 -1.608  N29 1.016
12 H 1.708 -0.291 -1.438  N29 1.127
13 H 1.338 -2.610 0.307  C1 1.125
14 H 3.520 -1.891 0.377  C3 1.145
15 H 2.653 -1.655 1.943  C3 1.124
16 H 2.802 1.035 0.515  C4 1.178
17 H 4.053 0.490 1.572  C4 1.032
18 H 6.182 0.333 -0.936  O33 0.931
19 H -0.364 -1.164 -1.084  N30 1.100
20 H -2.326 -0.440 1.204  C6 1.201
21 H -2.693 1.298 -1.527  C8 1.156
22 H -3.614 2.801 -0.087  C9 1.088
23 H -3.615 1.588 1.265  C9 1.042
24 H -4.575 1.307 -0.087  C9 1.054
25 H -1.721 3.118 -0.122  C10 1.032
26 H -1.070 1.952 1.005  C10 1.107
27 H -0.329 2.279 -0.653  C10 1.121
28 H -4.988 -1.920 0.064  O35 0.994
29 N 1.384 -1.359 -1.276  C1 1.420, H11 1.016, H12 1.127
30 N -0.960 -0.810 -0.229  C2 1.433, C6 1.432, H19 1.100
31 O -0.133 -0.701 1.967  C2 1.185
32 O 3.957 0.501 -1.444  C5 1.150
33 O 5.774 0.171 -0.115  C5 1.384, H18 0.931
34 O -3.592 -1.575 -1.553  C7 1.180
35 O -4.458 -1.141 0.380  C7 1.311, H28 0.994

## Properties
HOMO: -0.3413 hartree
Total energy: -877.5053 hartree
Structure (SMILES): CC(C)[C@H](NC(=O)[C@@H](N)CCC(=O)O)C(=O)O
Net charge: 0